# 1
ORCA calculation (wB97M-V/def2-TZVPD) on C38H43ClF6IN9OPSbTi as an isolated structure at a distorted geometry.

Output
Highest occupied orbital energy (spin up / spin down), Ha: -0.3857 / -0.3853
Lowest unoccupied orbital energy (spin up / spin down), eV: -3.40 / -4.99
Molar mass, g mol⁻¹: 1118.8
Gap between HOMO and LUMO (spin up / spin down), eV: 7.10 / 5.50
Multiplicity: 2
Energy relative to the best compared isomer or geometry (same formula, charge and spin), kcal per mole: 17.6
Charge: +1

Structure (XYZ):
```
102
C38H43ClF6IN9OPSbTi, DFT wB97M-V/def2-TZVPD
Ti 1.40749 -1.49451 -0.65920
C -1.26989 -1.95065 4.20224
N -1.05544 -1.92470 2.76080
C -1.82871 -2.57603 1.84354
C -1.26461 -2.34934 0.62668
N -0.15567 -1.56514 0.79406
C -0.04298 -1.30367 2.09961
P 1.19826 -0.35836 2.97515
C 3.78402 -1.56275 0.99293
N 3.32331 -1.83618 -0.25991
C 4.21246 -2.65617 -0.94821
C 5.23792 -2.90272 -0.11226
N 4.95542 -2.22677 1.06675
C 5.79731 -2.26180 2.24769
C 1.81192 0.58670 1.59564
N 1.72926 0.34384 0.28218
C 2.40359 1.35444 -0.35663
C 2.90384 2.20503 0.57741
N 2.52139 1.71873 1.79685
C 2.91583 2.28401 3.07923
H -2.33431 -2.05032 4.39469
H -0.73278 -2.78814 4.64495
H -0.92185 -1.01946 4.64280
H -2.70738 -3.12861 2.12575
H -1.57027 -2.70837 -0.34198
H 4.06281 -2.96813 -1.96735
H 6.14682 -3.46040 -0.25810
H 6.83007 -2.44055 1.95574
H 5.73258 -1.30476 2.75789
H 5.47983 -3.05324 2.92692
H 2.49005 1.41275 -1.42636
H 3.48782 3.10259 0.47436
H 3.06120 3.35404 2.95908
H 2.13349 2.11734 3.81575
H 3.84258 1.82445 3.41964
I 0.78931 -3.32236 -2.87407
C 0.52472 -5.01502 -1.71255
C 0.08454 -6.16759 -2.28697
C -0.02577 -7.32376 -1.48553
C 0.32338 -7.26615 -0.17009
C 0.78955 -6.06481 0.42243
C 1.17029 -6.03840 1.78136
C 1.64994 -4.88369 2.32159
C 1.73634 -3.71126 1.54169
C 1.34564 -3.65368 0.22779
C 0.88999 -4.87507 -0.35550
H -0.16652 -6.20689 -3.33815
H -0.37369 -8.24729 -1.92724
H 0.25738 -8.15016 0.45206
H 1.09667 -6.94642 2.36666
H 1.97940 -4.85647 3.35351
H 2.15880 -2.83571 2.01901
F 2.18818 -0.73131 -2.39157
Sb 3.37757 -0.11705 -3.94156
F 1.91923 -0.73156 -4.96597
F 4.05558 -1.86346 -3.96441
F 4.57399 0.36699 -2.58595
F 4.40789 0.48580 -5.36132
F 2.47294 1.51588 -3.68795
C -1.40291 5.78042 -1.65237
C -1.29119 4.26496 -1.43815
C -0.08690 3.78067 -2.26908
C -0.95230 4.03665 0.03887
C -2.65529 3.59954 -1.87914
O -2.77184 3.61539 -3.29878
C -3.91003 4.36125 -1.36612
C -4.24796 4.57415 0.12286
C -4.46015 3.32481 0.94471
C -3.66814 3.03010 2.04890
C -3.80609 1.83207 2.73871
C -4.76059 0.92210 2.32143
Cl -4.93365 -0.59211 3.16312
C -5.60042 1.20748 1.25639
C -5.44555 2.40677 0.58232
C -2.88044 2.11074 -1.52865
N -1.84403 1.14222 -1.85867
C -1.12668 0.44293 -0.99476
N -0.25904 -0.32344 -1.64313
C -0.52838 -0.04479 -2.95842
N -1.49001 0.82270 -3.12174
H -0.44539 6.24863 -1.42171
H -2.15645 6.23887 -1.01030
H -1.63496 6.03883 -2.68877
H 0.72514 4.50339 -2.16621
H -0.32152 3.68089 -3.32547
H 0.30584 2.82936 -1.92291
H 0.00144 4.52436 0.25569
H -0.83246 2.98324 0.28454
H -1.69376 4.46143 0.71080
H -2.69602 4.52326 -3.61370
H -4.75766 3.86110 -1.84262
H -3.86947 5.34950 -1.82933
H -5.18017 5.14551 0.13564
H -3.50607 5.21279 0.60373
H -2.92485 3.74292 2.38281
H -3.18791 1.61368 3.59940
H -6.36384 0.49991 0.96370
H -6.09846 2.62392 -0.25511
H -3.77962 1.79139 -2.05432
H -3.05148 1.99796 -0.46320
H -1.23104 0.52817 0.07248
H 0.00955 -0.46743 -3.78903
```

Löwdin atomic charge list, values in e, 99 entries:
1. Ti 0.906
2. C -0.018
3. N -0.102
4. C -0.014
5. C -0.095
6. N -0.092
7. C -0.536
8. P 1.180
9. C -0.117
10. N -0.166
11. C -0.121
12. C -0.042
13. N -0.158
14. C -0.030
15. C -0.561
16. N -0.059
17. C -0.085
18. C -0.006
19. N -0.113
20. C -0.019
21. H 0.081
22. H 0.103
23. H 0.065
24. H 0.134
25. H 0.124
26. H 0.085
27. H 0.123
28. H 0.090
29. H 0.080
30. H 0.087
31. H 0.081
32. H 0.138
33. H 0.099
34. H 0.065
35. H 0.103
36. I 1.346
37. C -0.604
38. C -0.132
39. C -0.063
40. C -0.022
41. C -0.159
42. C -0.030
43. C -0.059
44. C -0.139
45. C -0.145
46. C -0.247
47. H 0.102
48. H 0.112
49. H 0.119
50. H 0.117
51. H 0.108
52. H 0.039
53. F -0.502
54. Sb 1.414
55. F -0.356
56. F -0.339
57. F -0.320
58. F -0.315
59. F -0.333
60. C -0.041
61. C -0.480
62. C -0.030
63. C -0.028
64. C -0.415
65. O -0.005
66. C -0.108
67. C -0.124
68. C -0.241
69. C -0.044
70. C -0.102
71. C -0.666
72. Cl 0.668
73. C -0.090
74. C -0.038
75. C -0.025
76. N -0.068
77. C -0.135
78. N -0.026
79. C -0.197
80. N 0.176
81. H 0.093
82. H 0.082
83. H 0.095
84. H 0.091
85. H 0.091
86. H 0.055
87. H 0.094
88. H 0.070
89. H 0.053
90. H 0.099
91. H 0.122
92. H 0.116
93. H 0.130
94. H 0.099
95. H 0.111
96. H 0.103
97. H 0.111
98. H 0.126
99. H 0.149

# 2
ORCA calculation (wB97M-V/def2-TZVPD) on C38H43EuIN5O2SSi2 as an isolated structure at a distorted geometry.

Output
Highest occupied orbital energy (spin up / spin down), Ha: -0.1098 / -0.1345
Lowest unoccupied orbital energy (spin up / spin down), eV: 2.03 / 2.03
Molar mass, g mol⁻¹: 968.9
Gap between HOMO and LUMO (spin up / spin down), eV: 5.02 / 5.69
Multiplicity: 8
Energy relative to the best compared isomer or geometry (same formula, charge and spin), kcal per mole: 35.5
Charge: -1

Structure (XYZ):
```
93
C38H43EuIN5O2SSi2, DFT wB97M-V/def2-TZVPD
Eu 0.62876 -0.82571 0.20564
C 2.99096 2.04729 3.18274
C 2.00226 1.08409 2.59494
N 2.38566 0.16699 1.74934
N 3.70476 0.14989 1.42634
C 4.14076 -0.88681 0.76044
N 5.42026 -0.88751 0.33814
S 3.24276 -2.32011 0.41224
C 0.59426 1.07839 2.98884
C 0.06106 1.96899 3.93314
C -1.28274 1.91579 4.24284
C -2.08614 0.97919 3.60814
C -1.48804 0.11399 2.70614
N -0.19414 0.14639 2.40674
H 3.69096 2.33959 2.40094
H 3.57306 1.54299 3.95664
H 2.52996 2.93539 3.60344
H 6.00496 -0.09041 0.51324
H 5.80556 -1.73151 -0.04996
H 0.69306 2.68829 4.42724
H -1.70314 2.58689 4.97624
H -3.14404 0.92229 3.80384
H -2.07894 -0.65451 2.21314
C -5.22964 -2.57161 -1.62116
C -4.52444 -2.13671 -2.73016
C -3.14074 -2.13961 -2.71606
C -2.42654 -2.56481 -1.60076
C -3.15854 -2.95471 -0.48006
C -4.54124 -2.96911 -0.48716
Si -0.49354 -2.68521 -1.62786
C -0.31364 -4.51271 -0.96976
C 0.74576 -4.89391 -0.15236
C 0.83766 -6.16931 0.38104
C -0.14694 -7.10411 0.11054
C -1.19554 -6.75531 -0.72486
C -1.27154 -5.48171 -1.25926
H -6.30934 -2.60511 -1.64016
H -5.05354 -1.80751 -3.61356
H -2.59484 -1.80991 -3.58876
H -2.63264 -3.27401 0.41074
H -5.08524 -3.29991 0.38714
H -0.27284 -2.96931 -3.09346
H 1.53316 -4.18081 0.06144
H 1.68606 -6.43741 0.99774
H -0.08634 -8.09651 0.53644
H -1.95174 -7.48711 -0.96626
H -2.09054 -5.22401 -1.91536
N 1.61136 -3.29941 2.94704
C 0.32476 -3.37381 2.59884
O -0.17774 -2.57961 1.80644
C -0.49754 -4.46521 3.23484
I -2.46284 -3.72951 3.63404
H 2.22486 -2.71971 2.35504
H 2.05126 -3.98501 3.53644
H -0.06454 -4.82921 4.16034
H -0.61234 -5.28261 2.52314
C 0.25336 1.14929 -3.65816
C -0.61344 2.21089 -2.97796
C -2.05324 1.70599 -2.90796
C -0.56384 3.48729 -3.81186
Si 0.04026 2.45189 -1.17606
O -0.12224 1.10289 -0.37626
C -0.84934 3.83689 -0.23156
C -1.51254 3.46709 0.93254
C -2.19544 4.38579 1.70744
C -2.23134 5.71639 1.32264
C -1.58694 6.10539 0.15954
C -0.90754 5.17279 -0.60636
C 1.90336 2.85439 -1.35456
C 2.42426 4.11629 -1.61696
C 3.78416 4.32329 -1.77146
C 4.66616 3.25939 -1.68836
C 4.16876 1.98929 -1.44646
C 2.80826 1.80099 -1.27836
H -0.12134 0.91459 -4.65526
H 0.26416 0.22479 -3.07046
H 1.27976 1.49929 -3.75616
H -2.45464 1.50259 -3.90136
H -2.69064 2.44419 -2.42596
H -2.10384 0.78869 -2.32286
H -0.90164 3.29399 -4.83116
H 0.45146 3.87649 -3.85746
H -1.20634 4.25129 -3.38126
H -1.49374 2.42479 1.21494
H -2.70144 4.06139 2.60864
H -2.76464 6.44429 1.92004
H -1.61594 7.14199 -0.15196
H -0.42514 5.49639 -1.51736
H 1.75306 4.95719 -1.70396
H 4.15676 5.32009 -1.96266
H 5.72846 3.41909 -1.81826
H 4.83946 1.14309 -1.39856
H 2.42086 0.78419 -1.10326
```

For reference, the Löwdin charges in units of e are:
1. Eu 1.221
2. C -0.038
3. C -0.270
4. N -0.071
5. N -0.032
6. C -0.918
7. N 0.051
8. S 0.540
9. C -0.210
10. C -0.013
11. C -0.081
12. C -0.065
13. C -0.147
14. N 0.015
15. H 0.070
16. H 0.085
17. H 0.058
18. H 0.089
19. H 0.069
20. H 0.097
21. H 0.104
22. H 0.102
23. H 0.094
24. C -0.124
25. C -0.112
26. C -0.142
27. C -0.380
28. C -0.141
29. C -0.108
30. Si 0.582
31. C -0.346
32. C -0.156
33. C -0.126
34. C -0.127
35. C -0.105
36. C -0.115
37. H 0.086
38. H 0.090
39. H 0.085
40. H 0.055
41. H 0.090
42. H -0.080
43. H 0.005
44. H 0.096
45. H 0.088
46. H 0.090
47. H 0.098
48. N 0.171
49. C -0.672
50. O -0.188
51. C -0.530
52. I 0.836
53. H -0.017
54. H 0.106
55. H 0.043
56. H 0.041
57. C -0.095
58. C -0.601
59. C -0.096
60. C -0.102
61. Si 0.458
62. O -0.497
63. C -0.189
64. C -0.088
65. C -0.091
66. C -0.107
67. C -0.103
68. C -0.107
69. C -0.197
70. C -0.101
71. C -0.104
72. C -0.103
73. C -0.092
74. C -0.110
75. H 0.081
76. H 0.050
77. H 0.071
78. H 0.078
79. H 0.075
80. H 0.064
81. H 0.077
82. H 0.068
83. H 0.063
84. H 0.075
85. H 0.091
86. H 0.092
87. H 0.094
88. H 0.083
89. H 0.082
90. H 0.092
91. H 0.092
92. H 0.084
93. H 0.071

Question: Look up the charge of the first one.
Answer: +1

Question: Among the records above, which one has the highest charge?
Answer: C38H43ClF6IN9OPSbTi

Question: Which value of energy relative to the best compared isomer or geometry (same formula, charge and spin) does entry 1 give?
Answer: 17.6 kcal per mole

Question: Which value of charge does entry 1 give?
Answer: +1